[1]
Here is 2 unconnected molecules or ions with the total composition C19H16Cl4F5N4O3 from OMol25. Energies are from ωB97M-V with the def2-TZVPD basis set.

Structure (XYZ):
```
51
Properties=species:S:1:pos:R:3:forces:R:3
C 5.099 -0.615 1.879 0.797 -0.658 0.654
N 3.687 -0.149 2.078 0.172 1.058 -1.460
C 3.210 0.745 0.992 -0.801 0.631 0.078
C 2.071 0.046 0.052 1.248 -0.924 1.676
C 1.861 -1.469 0.288 -3.535 1.731 -4.516
C 0.767 -2.053 -0.717 2.517 3.598 1.363
C 0.336 -3.588 -0.720 -0.454 0.506 0.799
C -0.083 -4.007 0.805 0.684 -1.192 2.021
O 0.582 -4.834 1.479 -2.682 3.355 -2.931
C -1.446 -3.303 1.334 -2.877 1.191 1.026
C -2.718 -4.173 1.550 -0.299 3.572 0.638
C -4.056 -3.509 2.015 2.289 2.011 -0.515
C -4.186 -1.964 2.276 3.966 -2.037 -1.280
C -2.888 -1.101 2.086 -0.521 -3.781 -0.491
C -1.557 -1.767 1.622 -2.493 -1.254 0.230
C 0.225 -0.916 -1.646 0.230 -0.612 -0.212
C -0.868 -1.419 -2.748 -0.130 1.889 -1.399
F -1.086 -0.362 -3.711 0.860 -2.557 2.436
F -0.417 -2.541 -3.499 -0.955 2.244 2.060
C -2.298 -1.637 -2.020 -1.145 2.233 -1.352
F -2.423 -0.538 -1.084 0.434 -2.725 -1.912
F -3.295 -1.363 -3.031 2.280 -1.232 2.627
N 0.500 0.455 -1.710 -0.314 -3.618 0.506
N 1.417 0.922 -0.864 1.016 -3.880 1.886
C 1.733 2.404 -0.918 2.696 3.862 -1.644
O 2.649 2.892 -1.599 -4.138 -2.994 2.791
N 0.870 3.247 -0.021 -0.199 -1.784 -1.936
C -0.419 3.566 -0.685 -4.723 -1.605 0.142
O -1.439 2.878 -0.409 4.848 3.724 -1.465
F -0.498 4.667 -1.595 1.110 -3.396 2.887
H 5.710 -0.226 2.777 -0.675 -0.880 -1.573
H 5.131 -1.771 1.841 0.059 1.901 0.216
H 5.586 -0.245 0.907 -0.892 -0.318 1.451
H 3.553 0.321 2.985 0.290 -0.462 -0.845
H 2.769 1.695 1.493 0.442 -1.431 -1.038
H 4.035 1.122 0.287 -1.063 -0.654 0.969
H 2.412 -2.118 1.056 -0.784 1.523 -1.195
H 1.207 -4.265 -1.033 -1.258 1.152 0.314
H -0.623 -3.777 -1.343 1.948 0.375 0.807
H -2.689 -5.298 1.363 -0.007 1.823 0.329
H -4.991 -4.172 2.144 1.791 1.178 -0.239
H -5.191 -1.501 2.585 1.884 -0.831 -0.534
H -2.970 0.020 2.298 0.411 -1.870 -0.455
H -0.653 -1.062 1.470 -1.672 -1.467 0.360
H -2.434 -2.659 -1.530 -0.153 1.626 -0.542
H 0.596 2.593 0.746 -0.207 0.896 -0.664
C -1.356 8.166 -1.905 -0.058 0.100 -0.059
Cl -0.506 7.227 -3.151 -0.131 0.254 0.129
Cl -1.828 9.744 -2.571 0.106 -0.340 0.148
Cl -2.809 7.284 -1.385 0.246 0.129 -0.077
Cl -0.281 8.410 -0.510 -0.158 -0.061 -0.209
```
Forces are in eV/Å.

Calculated values
* calculated total energy: -95723.771 eV
* charge: +1
* frontier orbital gap: 6.149 eV
* max |F|: 0.12225 Eh/bohr


[2]
Here is a molecular structure, C19H16Cl5FeN2O5 from OMol25. Energies are from ωB97M-V with the def2-TZVPD basis set.

Structure (XYZ):
```
48
Properties=species:S:1:pos:R:3:forces:R:3
Fe 0.615 -1.445 -0.382 0.005 -0.259 0.317
N 0.852 -5.420 -0.867 0.021 0.023 0.020
C 0.690 -4.099 -0.971 0.010 -0.049 -0.314
O 0.647 -3.383 0.038 -0.079 0.116 0.248
C 0.535 -3.434 -2.305 -0.115 -0.184 -0.058
C -0.207 -2.139 -2.022 -0.020 -0.138 0.007
H 1.001 -5.824 0.043 0.000 -0.010 -0.002
H 0.899 -6.002 -1.682 0.006 0.002 -0.002
H 0.015 -4.090 -3.011 0.037 0.007 -0.017
H 1.532 -3.245 -2.713 0.032 0.010 0.047
H -1.241 -2.327 -1.741 -0.036 0.002 -0.012
H -0.149 -1.434 -2.845 -0.001 0.053 0.080
Cl -4.350 3.283 -0.202 0.002 0.000 0.002
C -2.934 2.585 -0.944 0.014 0.018 0.008
C -2.973 2.331 -2.298 -0.005 -0.009 -0.002
C -1.867 1.783 -2.930 -0.011 0.003 0.010
C -0.740 1.507 -2.181 0.000 0.017 -0.022
C -0.716 1.777 -0.823 -0.027 -0.096 0.006
Cl 0.760 1.340 0.005 0.068 0.147 0.066
C -1.810 2.321 -0.135 0.056 0.071 -0.006
N -1.879 2.654 1.202 -0.069 -0.102 -0.018
C -0.985 2.402 2.283 0.078 0.046 -0.019
C -0.259 3.476 2.789 0.022 -0.008 -0.010
C 0.580 3.314 3.877 0.013 -0.009 0.000
C 0.705 2.062 4.463 -0.005 0.010 -0.014
C -0.027 0.996 3.968 -0.013 -0.004 0.015
C -0.895 1.149 2.892 -0.044 0.023 0.016
C -1.669 -0.044 2.387 -0.041 0.023 0.050
C -0.799 -0.835 1.443 0.026 -0.010 -0.101
O -1.192 -1.001 0.235 0.073 -0.037 -0.002
O 0.336 -1.238 1.773 -0.009 0.129 -0.094
H -3.875 2.563 -2.846 0.006 0.000 -0.002
H -1.886 1.575 -3.990 0.000 0.006 0.003
H 0.146 1.077 -2.630 -0.017 0.020 0.003
H -2.617 3.304 1.414 -0.036 -0.028 0.004
H -0.348 4.438 2.299 -0.006 -0.002 0.006
H 1.142 4.157 4.257 -0.002 -0.003 0.000
H 1.369 1.916 5.305 0.000 0.002 -0.002
H 0.071 0.017 4.419 0.001 0.004 0.004
H -2.575 0.256 1.866 0.002 0.000 0.001
H -1.940 -0.685 3.228 0.029 -0.008 0.004
Cl 4.890 0.561 -0.935 0.005 0.002 0.004
C 4.273 -0.732 -1.983 0.014 0.004 0.013
Cl 4.402 -0.245 -3.672 0.005 0.001 0.007
Cl 5.203 -2.214 -1.724 0.007 -0.005 -0.005
C 2.795 -0.945 -1.580 -0.286 0.007 0.008
O 1.891 -0.416 -2.229 0.420 0.130 -0.041
O 2.582 -1.646 -0.545 -0.128 0.087 -0.204
```
Forces are in eV/Å.

Calculated values
* calculated total energy: -130181.033 eV
* charge: 0
* frontier orbital gap (spin up / spin down): 8.064 / 8.470 eV
* spin multiplicity: 2
* expectation value of S²: 1.02
* max |F|: 0.00858 Eh/bohr


[3]
Here is a single C19H16ClF3N4O2 molecule from OMol25. Energies are from ωB97M-V with the def2-TZVPD basis set.

Structure (XYZ):
```
45
Properties=species:S:1:pos:R:3:forces:R:3
C 4.783 1.616 -0.078 0.105 0.022 -0.039
C 3.514 0.857 -0.058 -0.552 -0.191 0.027
N 3.507 -0.473 0.014 1.349 -0.074 -0.020
N 2.242 -0.839 -0.003 -1.365 0.717 -0.013
C 1.718 -2.082 0.010 -0.215 -0.301 0.010
C 2.686 -3.239 0.068 0.490 -0.539 0.065
F 2.041 -4.415 0.081 -0.303 0.105 -0.024
F 3.443 -3.207 1.171 -0.125 0.219 0.064
F 3.512 -3.266 -0.982 -0.119 0.214 -0.105
C 0.361 -2.239 -0.027 0.308 0.139 -0.007
C -0.468 -1.081 -0.069 0.777 0.212 0.037
C -1.929 -1.144 -0.089 -0.712 -0.046 -0.019
C -2.637 -2.331 0.110 0.186 0.260 -0.046
C -4.017 -2.340 0.090 -0.205 0.048 -0.019
C -4.709 -1.158 -0.130 0.345 -0.047 0.023
Cl -6.433 -1.172 -0.156 -0.213 0.002 -0.004
C -4.025 0.035 -0.325 -0.129 -0.092 0.018
C -2.647 0.038 -0.304 0.113 -0.211 0.032
N 0.063 0.123 -0.086 -0.807 -0.180 -0.114
C 1.374 0.268 -0.064 1.089 -0.039 0.057
C 2.207 1.385 -0.087 -0.073 -0.447 -0.058
C 1.857 2.795 -0.375 -0.046 -0.098 0.100
O 2.462 3.407 -1.241 0.234 0.068 -0.234
N 0.860 3.372 0.335 -0.202 0.183 -0.044
C 0.158 2.822 1.472 -0.064 -0.177 0.249
C -1.325 3.247 1.395 0.093 0.005 0.161
O -1.726 3.400 0.058 -0.137 -0.200 -0.106
C -1.086 4.496 -0.569 0.096 0.222 -0.085
C 0.361 4.666 -0.073 -0.083 0.114 -0.169
H 5.602 0.955 -0.343 0.083 -0.006 0.000
H 4.979 2.044 0.905 0.050 0.038 0.038
H 4.702 2.431 -0.794 0.068 0.012 -0.004
H -0.054 -3.231 -0.033 0.050 -0.076 0.007
H -2.121 -3.260 0.295 0.058 -0.100 0.015
H -4.559 -3.260 0.245 -0.069 -0.060 0.014
H -4.569 0.951 -0.492 -0.077 0.077 -0.020
H -2.107 0.960 -0.453 0.016 0.109 -0.034
H 0.605 3.199 2.403 -0.088 -0.069 -0.026
H 0.227 1.738 1.459 -0.004 0.187 0.096
H -1.964 2.471 1.819 0.073 0.082 0.085
H -1.490 4.182 1.949 -0.018 -0.097 -0.007
H -1.108 4.272 -1.638 0.040 0.078 0.068
H -1.655 5.420 -0.384 0.060 -0.086 -0.054
H 0.403 5.352 0.781 0.026 -0.019 -0.066
H 1.004 5.046 -0.868 -0.103 0.042 0.151
```
Forces are in eV/Å.

Calculated values
* calculated total energy: -50693.408 eV
* charge: 0
* frontier orbital gap: 7.943 eV
* max |F|: 0.02998 Eh/bohr


[4]
Here is a single C19H16ClNO3S2 molecule from OMol25. Energies are from ωB97M-V with the def2-TZVPD basis set.

Structure (XYZ):
```
42
Properties=species:S:1:pos:R:3:forces:R:3
O 0.729 0.343 -0.150 0.134 0.216 -0.223
C 1.570 0.591 -0.982 -0.377 -0.123 0.435
C 1.961 -0.219 -2.137 0.019 -0.813 -0.755
C 1.499 -1.430 -2.543 0.337 1.061 0.508
C 0.586 -2.307 -1.908 -0.506 -1.197 -0.660
C 0.054 -3.485 -2.419 0.452 0.908 0.186
C -0.778 -4.006 -1.429 -0.088 0.368 0.766
C -0.701 -3.131 -0.355 -0.155 -0.952 -0.882
C -1.353 -3.202 0.937 0.027 0.315 0.434
C -2.528 -3.954 1.062 0.143 0.117 -0.002
C -3.191 -4.054 2.267 -0.011 -0.054 0.015
C -2.696 -3.400 3.385 0.034 0.014 -0.046
C -1.536 -2.656 3.290 -0.006 0.013 0.002
C -0.863 -2.556 2.080 -0.214 -0.203 -0.106
Cl 0.600 -1.649 2.037 0.153 0.010 0.432
O 0.119 -2.118 -0.659 -0.068 0.090 0.035
S 3.187 0.621 -3.073 0.084 0.305 0.139
C 3.217 1.967 -1.947 0.256 -0.125 -0.275
S 4.200 3.262 -2.087 0.157 0.021 -0.208
N 2.327 1.758 -0.949 0.054 0.077 0.084
C 2.031 2.771 0.034 -0.393 0.406 0.117
C 1.095 3.842 -0.573 0.460 0.180 0.208
C 0.476 4.715 0.522 0.039 -0.113 -0.263
C -0.756 3.901 0.933 -0.005 -0.076 -0.078
C -1.022 2.997 -0.286 -0.443 -0.251 0.161
O 0.003 3.252 -1.236 0.063 -0.028 -0.195
H 1.879 -1.807 -3.484 -0.006 -0.076 -0.039
H 0.249 -3.898 -3.388 0.091 -0.050 -0.220
H -1.341 -4.915 -1.476 -0.131 -0.179 0.060
H -2.924 -4.446 0.189 -0.054 -0.033 -0.104
H -4.097 -4.637 2.335 -0.079 -0.047 -0.008
H -3.212 -3.471 4.330 -0.036 0.004 0.088
H -1.136 -2.149 4.154 0.061 0.053 0.065
H 1.535 2.263 0.864 0.093 0.059 -0.029
H 2.962 3.235 0.365 -0.084 -0.079 -0.007
H 1.651 4.412 -1.323 -0.063 -0.068 0.142
H 0.179 5.673 0.095 0.057 0.023 0.022
H 1.164 4.893 1.345 0.039 0.075 0.068
H -0.550 3.298 1.816 -0.037 0.002 0.030
H -1.609 4.541 1.150 -0.005 -0.005 0.069
H -1.972 3.219 -0.778 0.049 -0.018 0.066
H -1.009 1.936 -0.008 -0.039 0.174 -0.029
```
Forces are in eV/Å.

Calculated values
* calculated total energy: -61787.855 eV
* charge: 0
* frontier orbital gap: 6.844 eV
* max |F|: 0.02835 Eh/bohr